Arrangement 1

Molecular formula: C4H10O
Method: DFT, the ωB97M-V functional and the def2-TZVPD basis

XYZ file:
```
15
Properties=species:S:1:pos:R:3:nbo_charge:R:1
C 2.09 -0.15 0.68 -0.64
C 0.82 0.64 0.59 -0.18
C -0.03 0.58 -0.43 -0.18
C -1.36 1.26 -0.42 -0.65
H 2.77 0.24 1.45 0.21
H 1.83 -1.13 1.03 0.22
H 2.61 -0.29 -0.26 0.21
H 0.45 1.00 1.55 0.19
H 0.28 0.16 -1.38 0.19
H -1.37 2.04 0.34 0.21
H -2.29 0.68 -0.37 0.20
H -1.48 1.85 -1.33 0.21
O -1.15 -2.41 -0.24 -0.93
H -1.87 -1.78 -0.09 0.47
H -1.28 -2.71 -1.14 0.47
```

## Properties
* LUMO level: 0.910 eV
* spin multiplicity: 1
* frontier orbital gap: 9.935 eV
* HOMO: -9.03 eV

Arrangement 2

Molecular formula: C4H10O
Method: DFT, the ωB97M-V functional and the def2-TZVPD basis

XYZ file:
```
15
Properties=species:S:1:pos:R:3:nbo_charge:R:1
C 3.05 -2.07 0.04 -0.72
C 2.47 -1.67 1.35 0.43
O 1.30 -1.43 1.51 -0.52
H 2.37 -1.84 -0.78 0.24
H 4.03 -1.66 -0.15 0.23
H 3.15 -3.15 0.07 0.24
H 3.13 -1.62 2.22 0.11
C -3.48 1.80 -0.81 -0.61
C -2.77 2.86 -1.66 -0.61
H -3.25 0.78 -1.15 0.20
H -3.10 1.81 0.21 0.20
H -4.57 1.92 -0.84 0.20
H -2.92 2.74 -2.73 0.20
H -1.70 2.82 -1.49 0.20
H -3.16 3.85 -1.40 0.20
```

## Properties
* LUMO level: 1.026 eV
* spin multiplicity: 1
* frontier orbital gap: 10.985 eV
* HOMO: -9.96 eV

Arrangement 3

Molecular formula: C4H10O
Method: DFT, the ωB97M-V functional and the def2-TZVPD basis

XYZ file:
```
15
Properties=species:S:1:pos:R:3:nbo_charge:R:1
C 2.08 -0.08 -0.35 -0.60
C 0.97 -0.20 0.69 -0.57
C 0.13 1.05 0.66 0.26
C -2.25 -0.57 -1.01 -0.86
O -0.06 1.44 1.90 -0.66
H 2.73 0.78 -0.13 0.21
H 1.65 0.08 -1.34 0.22
H 2.70 -0.98 -0.37 0.21
H 0.29 -1.02 0.40 0.24
H 1.36 -0.43 1.69 0.20
H -1.53 0.24 -0.87 0.23
H -2.26 -0.89 -2.05 0.21
H -1.96 -1.42 -0.38 0.20
H -3.25 -0.24 -0.72 0.21
H -0.60 2.24 1.87 0.50
```

## Properties
* LUMO level: 0.882 eV
* spin multiplicity: 1
* frontier orbital gap: 9.415 eV
* HOMO: -8.53 eV

In terms of stability, arrangement 2 leads; the second structure lies 6.3 kcal/mol higher.

Arrangement 1

Molecular formula: C4H10O
Method: DFT, the ωB97M-V functional and the def2-TZVPD basis

XYZ file:
```
15
Properties=species:S:1:pos:R:3:nbo_charge:R:1
C 1.96 -0.16 -0.06 -0.27
O 0.76 -0.79 -0.31 -0.54
C -0.27 -0.20 0.28 0.12
C -1.39 -1.11 -0.09 -0.61
C -0.60 1.31 -0.20 -0.66
H 2.08 0.74 -0.78 0.19
H 2.81 -1.09 -0.10 0.20
H 1.87 0.11 1.08 0.17
H -0.10 -0.02 1.42 0.15
H -2.32 -0.66 0.32 0.20
H -1.15 -2.06 0.26 0.22
H -1.55 -1.15 -1.20 0.21
H 0.34 1.91 -0.23 0.21
H -1.28 1.34 -1.15 0.22
H -1.17 1.81 0.77 0.21
```

## Properties
* LUMO level: 1.092 eV
* spin multiplicity: 1
* frontier orbital gap: 10.734 eV
* HOMO: -9.64 eV

Arrangement 2

Molecular formula: C4H10O
Method: DFT, the ωB97M-V functional and the def2-TZVPD basis

XYZ file:
```
15
Properties=species:S:1:pos:R:3:nbo_charge:R:1
C -2.23 -0.11 -0.12 -0.76
C -0.85 0.31 0.33 -0.28
C 0.28 -0.60 0.00 -0.44
C 1.59 0.15 0.06 -0.05
O 2.62 -0.81 -0.05 -0.72
H -2.34 -0.92 -0.85 0.22
H -3.10 0.11 0.50 0.22
H -1.75 0.86 -0.62 0.33
H -0.52 1.48 -0.41 0.05
H -0.88 0.76 1.31 0.22
H 0.14 -1.04 -1.00 0.21
H 0.30 -1.44 0.70 0.22
H 1.64 0.89 -0.75 0.16
H 1.65 0.71 1.01 0.15
H 3.46 -0.35 -0.12 0.47
```

## Properties
* LUMO level: 0.908 eV
* spin multiplicity: 1
* frontier orbital gap: 9.379 eV
* HOMO: -8.47 eV

Arrangement 3

Molecular formula: C4H10O
Method: DFT, the ωB97M-V functional and the def2-TZVPD basis

XYZ file:
```
15
Properties=species:S:1:pos:R:3:nbo_charge:R:1
C -1.36 -3.68 2.75 -0.73
C -2.55 -4.50 2.44 0.44
O -2.69 -5.64 2.45 -0.50
H -1.05 -3.41 1.57 0.25
H -0.56 -4.30 3.15 0.23
H -1.49 -2.93 3.62 0.25
H -3.37 -3.92 2.05 0.07
C 1.13 3.08 -1.87 -0.64
C 2.03 4.11 -2.65 -0.63
H 0.89 3.26 -0.78 0.21
H 1.92 2.24 -1.78 0.21
H 0.18 2.74 -2.32 0.21
H 3.06 3.70 -2.76 0.21
H 1.85 4.12 -3.74 0.22
H 2.01 5.14 -2.11 0.21
```

## Properties
* LUMO level: 0.952 eV
* spin multiplicity: 1
* frontier orbital gap: 10.741 eV
* HOMO: -9.79 eV

In terms of stability, arrangement 1 leads; the second structure lies 1.8 kcal/mol higher.

Arrangement 1

Molecular formula: C4H10O
Method: DFT, the ωB97M-V functional and the def2-TZVPD basis

XYZ file:
```
15
Properties=species:S:1:pos:R:3:nbo_charge:R:1
C 3.02 0.54 -1.48 -0.49
C 4.36 0.29 -1.63 0.15
O 5.18 -0.30 -0.72 -0.71
H 2.34 1.05 -2.14 0.21
H 2.46 0.14 -0.59 0.20
H 4.94 0.72 -2.45 0.15
H 5.94 0.20 -0.44 0.49
C -4.22 -0.15 1.58 -0.61
C -2.76 -0.59 0.86 -0.63
H -4.75 -0.97 2.08 0.21
H -4.97 0.25 0.80 0.20
H -4.16 0.72 2.20 0.20
H -3.07 -1.15 -0.05 0.21
H -2.32 0.43 0.51 0.21
H -1.98 -1.18 1.46 0.22
```

## Properties
* LUMO level: 0.910 eV
* spin multiplicity: 1
* frontier orbital gap: 10.142 eV
* HOMO: -9.23 eV

Arrangement 2

Molecular formula: C4H10O
Method: DFT, the ωB97M-V functional and the def2-TZVPD basis

XYZ file:
```
15
Properties=species:S:1:pos:R:3:nbo_charge:R:1
C -2.29 0.71 0.70 -0.60
C -0.78 0.68 0.85 -0.39
C -0.12 -0.07 -0.31 -0.42
C 1.35 -0.26 -0.12 -0.05
O 1.86 -1.16 -1.13 -0.74
H -2.63 1.07 -0.28 0.20
H -2.83 1.22 1.49 0.21
H -2.65 -0.32 0.74 0.20
H -0.34 1.67 0.83 0.19
H -0.50 0.22 1.80 0.20
H -0.61 -0.99 -0.65 0.21
H -0.27 0.54 -1.19 0.20
H 1.61 -0.73 0.82 0.16
H 1.92 0.68 -0.14 0.16
H 2.62 -0.82 -1.59 0.47
```

## Properties
* LUMO level: 1.027 eV
* spin multiplicity: 1
* frontier orbital gap: 11.237 eV
* HOMO: -10.21 eV

In terms of stability, arrangement 2 leads; the second structure lies 40.4 kcal/mol higher.

Arrangement 1

Molecular formula: C4H10O
Method: DFT, the ωB97M-V functional and the def2-TZVPD basis

XYZ file:
```
15
Properties=species:S:1:pos:R:3:nbo_charge:R:1
C -2.25 0.05 -0.16 -0.60
C -0.87 0.65 0.13 -0.42
C 0.23 -0.39 0.24 -0.48
C 2.23 0.33 -0.05 -0.11
O 2.89 -0.81 -0.40 -0.69
H -2.26 -0.50 -1.12 0.20
H -2.56 -0.66 0.62 0.20
H -3.01 0.83 -0.23 0.21
H -0.63 1.36 -0.67 0.20
H -0.93 1.23 1.06 0.20
H 0.33 -1.02 -0.64 0.22
H 0.13 -1.04 1.12 0.20
H 1.88 0.81 -0.97 0.14
H 1.32 0.22 0.74 0.24
H 3.38 -1.11 0.38 0.48
```

## Properties
* LUMO level: 1.043 eV
* spin multiplicity: 1
* frontier orbital gap: 8.836 eV
* HOMO: -7.79 eV

Arrangement 2

Molecular formula: C4H10O
Method: DFT, the ωB97M-V functional and the def2-TZVPD basis

XYZ file:
```
15
Properties=species:S:1:pos:R:3:nbo_charge:R:1
C 2.30 -0.14 -0.02 -0.61
C 1.00 0.69 -0.03 -0.41
C -0.23 -0.20 0.02 -0.06
O -1.34 0.66 0.02 -0.53
C -2.53 -0.08 -0.01 -0.25
H 2.38 -0.66 0.95 0.20
H 2.40 -0.87 -0.82 0.20
H 3.19 0.45 -0.05 0.21
H 1.03 1.36 0.85 0.20
H 0.90 1.32 -0.89 0.20
H -0.23 -0.91 -0.82 0.16
H -0.21 -0.80 0.92 0.16
H -2.55 -0.83 -0.81 0.16
H -3.37 0.62 -0.23 0.19
H -2.73 -0.61 0.95 0.16
```

## Properties
* LUMO level: 1.156 eV
* spin multiplicity: 1
* frontier orbital gap: 11.063 eV
* HOMO: -9.91 eV

Arrangement 3

Molecular formula: C4H10O
Method: DFT, the ωB97M-V functional and the def2-TZVPD basis

XYZ file:
```
15
Properties=species:S:1:pos:R:3:nbo_charge:R:1
C 1.73 1.53 -0.31 -0.61
C 0.63 0.61 -0.82 -0.41
C -0.17 -0.02 0.30 -0.05
O -0.84 -1.11 -0.28 -0.54
C -1.79 -1.76 0.52 -0.24
H 2.38 0.99 0.38 0.20
H 2.34 1.91 -1.13 0.21
H 1.30 2.39 0.23 0.20
H 1.05 -0.20 -1.42 0.21
H -0.06 1.16 -1.47 0.20
H -0.89 0.71 0.72 0.16
H 0.47 -0.35 1.14 0.16
H -2.32 -2.44 -0.15 0.19
H -1.33 -2.35 1.33 0.16
H -2.51 -1.06 0.96 0.16
```

## Properties
* LUMO level: 1.163 eV
* spin multiplicity: 1
* frontier orbital gap: 10.962 eV
* HOMO: -9.80 eV

In terms of stability, arrangement 3 leads; the second structure lies 1.5 kcal/mol higher.